[1]
# C30H24ClNO4PPb

C30H24ClNO4PPb as an isolated structure in a non-equilibrium geometry (ωB97M-V with the def2-TZVPD basis set, the OMol25 dataset).

The geometry in XYZ format:
```
62
Properties=species:S:1:pos:R:3:forces:R:3
C -0.989 -2.401 2.200 1.030 0.466 1.273
C -0.868 -2.970 0.905 2.226 -0.786 -1.949
C 0.521 -3.060 0.582 -2.847 -0.350 -0.539
H -1.688 -3.312 0.275 0.270 0.164 0.245
C 1.261 -2.551 1.686 -0.292 0.299 1.525
C 0.330 -2.144 2.697 -0.028 0.448 -0.426
H 0.582 -1.767 3.690 -0.106 -0.166 -0.399
H -1.916 -2.211 2.738 0.283 -0.038 -0.161
H 0.942 -3.480 -0.329 -0.124 0.150 0.276
H 2.347 -2.518 1.769 -0.376 0.042 -0.014
Pb 0.267 0.243 0.982 0.141 0.482 0.463
Cl 2.798 0.499 0.867 -0.459 -0.099 -0.045
P 0.170 -0.225 -2.359 -0.182 -0.165 -1.592
C 1.428 -1.338 -3.038 0.176 -0.325 0.514
C 1.175 -2.167 -4.144 0.013 -0.032 0.059
H 0.193 -2.155 -4.619 0.316 -0.012 0.042
C 2.187 -3.000 -4.623 -0.084 0.110 0.032
H 1.993 -3.628 -5.492 0.056 0.160 0.217
C 3.438 -3.029 -4.001 -0.115 0.203 0.141
H 4.228 -3.672 -4.390 -0.267 0.167 0.111
C 3.681 -2.233 -2.875 -0.117 -0.009 -0.134
H 4.654 -2.257 -2.386 -0.279 -0.009 -0.097
C 2.679 -1.403 -2.383 -0.241 0.210 -0.051
H 2.841 -0.800 -1.484 0.088 -0.161 -0.311
C -1.471 -0.755 -2.910 -0.050 0.016 0.629
C -1.868 -2.096 -2.695 -0.088 0.130 -0.034
H -1.148 -2.819 -2.305 -0.223 0.196 -0.160
C -3.176 -2.486 -2.972 0.216 0.096 -0.058
H -3.472 -3.526 -2.826 0.070 0.349 -0.048
C -4.104 -1.544 -3.437 0.220 0.090 0.034
H -5.126 -1.854 -3.657 0.289 0.101 0.088
C -3.727 -0.207 -3.611 0.121 -0.086 -0.001
H -4.455 0.529 -3.956 0.217 -0.240 0.092
C -2.421 0.194 -3.340 0.045 -0.084 0.083
H -2.127 1.239 -3.452 -0.122 -0.309 -0.034
C 0.493 1.455 -2.955 0.067 0.635 0.624
C 1.121 1.669 -4.193 0.018 0.000 0.086
H 1.407 0.815 -4.810 -0.065 0.302 0.134
C 1.374 2.974 -4.621 -0.091 -0.044 0.160
H 1.843 3.139 -5.592 -0.133 -0.055 0.301
C 1.039 4.064 -3.810 -0.069 -0.293 0.098
H 1.251 5.080 -4.145 -0.048 -0.316 0.089
C 0.438 3.857 -2.562 -0.060 -0.069 -0.074
H 0.182 4.709 -1.927 0.109 -0.325 -0.215
C 0.162 2.561 -2.132 0.108 -0.386 -0.322
H -0.310 2.390 -1.158 0.130 0.169 -0.335
O -2.022 1.121 2.755 1.299 0.383 0.207
C -0.971 1.582 3.227 -0.269 -0.274 -0.019
O 0.122 1.852 2.543 -0.572 -0.869 -0.449
C -0.771 1.799 4.699 -0.008 0.209 0.880
C -1.830 2.189 5.542 0.494 -0.161 -0.248
C -1.593 2.424 6.894 0.470 -0.098 0.305
C -0.303 2.222 7.425 -0.387 -0.357 -2.368
C 0.755 1.795 6.597 -0.593 0.186 0.463
C 0.514 1.600 5.244 -0.190 0.099 -0.178
N -0.052 2.464 8.804 0.685 0.587 3.578
O -0.988 2.865 9.531 1.613 -0.773 -1.620
O 1.104 2.262 9.240 -2.141 0.327 -1.000
H -2.828 2.319 5.120 0.305 -0.010 0.145
H -2.387 2.763 7.556 0.197 -0.104 -0.148
H 1.742 1.635 7.021 -0.231 0.065 -0.051
H 1.347 1.303 4.600 -0.415 0.163 0.186
```
Forces are in eV/Å.

Values from the calculation:
Total charge: +1
E in eV: -68228.1584
F_max in eV/Å: 3.690

---

[2]
# C30H24F10N7O5Zr

C30H24F10N7O5Zr as an isolated structure (ωB97M-V with the def2-TZVPD basis set, the OMol25 dataset).

The geometry in XYZ format:
```
77
Properties=species:S:1:pos:R:3:forces:R:3
Zr 0.192 -0.504 0.159 0.097 0.009 -0.373
C -1.812 2.304 0.311 0.005 -0.017 0.007
N -0.421 1.880 0.550 0.034 0.020 0.042
C 0.467 2.666 -0.336 0.011 0.000 0.010
C 1.879 2.120 -0.310 -0.010 -0.002 -0.005
N 1.822 0.669 -0.472 0.111 0.080 -0.091
C 2.929 0.095 -1.105 -0.021 0.063 0.031
C 2.751 -0.949 -2.007 0.001 -0.025 -0.020
F 1.479 -1.389 -2.226 -0.009 -0.004 0.050
C 3.779 -1.596 -2.657 0.007 0.035 0.027
F 3.518 -2.597 -3.493 0.004 -0.016 -0.007
C 5.081 -1.182 -2.432 -0.019 0.001 0.006
F 6.093 -1.777 -3.051 0.004 -0.004 -0.005
C 5.311 -0.144 -1.546 -0.005 -0.015 -0.014
F 6.555 0.254 -1.306 0.005 0.004 0.003
C 4.255 0.468 -0.891 -0.002 0.012 0.012
F 4.543 1.427 -0.001 -0.005 0.000 0.003
C -0.079 2.163 1.968 -0.003 0.002 0.012
C -0.504 0.993 2.820 0.033 -0.026 -0.028
N 0.026 -0.230 2.206 0.000 0.047 0.276
C 0.770 -1.043 3.091 -0.171 -0.055 -0.005
C 1.933 -0.585 3.701 0.128 -0.012 0.026
F 2.355 0.661 3.449 -0.026 0.007 -0.021
C 2.690 -1.380 4.542 -0.057 -0.007 -0.037
F 3.796 -0.900 5.098 0.015 -0.009 0.009
C 2.297 -2.686 4.789 -0.032 0.009 -0.030
F 3.015 -3.462 5.586 0.005 0.008 0.003
C 1.143 -3.174 4.196 0.061 0.033 0.017
F 0.750 -4.422 4.429 -0.010 -0.010 -0.004
C 0.398 -2.350 3.372 -0.011 -0.106 0.020
F -0.721 -2.856 2.818 -0.007 0.020 -0.005
H -1.901 3.387 0.436 -0.004 -0.001 -0.002
H -2.120 2.045 -0.700 -0.003 -0.001 0.000
H -2.485 1.820 1.017 -0.001 0.001 0.000
H 0.062 2.594 -1.345 -0.002 0.008 -0.002
H 0.446 3.722 -0.040 0.000 -0.001 0.000
H 2.439 2.583 -1.128 -0.006 0.000 -0.004
H 2.395 2.409 0.609 -0.004 0.004 -0.004
H 1.000 2.265 2.049 -0.002 -0.005 0.001
H -0.542 3.105 2.282 0.003 -0.001 0.002
H -0.124 1.120 3.834 0.008 0.008 0.001
H -1.597 0.949 2.904 -0.006 0.006 0.002
O 2.084 -6.268 -0.514 -0.045 0.024 -0.020
C 0.773 -6.242 -0.679 0.028 -0.031 0.023
O 0.124 -7.214 -0.956 0.006 -0.002 -0.010
C 0.080 -4.927 -0.509 -0.057 0.017 -0.015
C -1.287 -4.778 -0.647 0.008 -0.006 0.060
N -1.573 -3.484 -0.443 0.012 -0.033 -0.044
N -0.474 -2.770 -0.169 -0.044 0.032 0.032
C 0.529 -3.639 -0.197 0.051 -0.033 -0.017
C 1.856 -3.076 0.173 0.082 0.021 0.082
O 2.865 -3.749 0.150 -0.003 0.002 -0.010
O 1.780 -1.828 0.525 -0.063 0.001 -0.041
H 2.457 -5.382 -0.291 0.026 -0.009 0.024
H -2.038 -5.520 -0.860 -0.006 0.005 0.003
H -2.475 -3.048 -0.344 0.004 0.023 -0.012
C -0.687 1.442 -3.716 0.000 0.005 -0.015
C -1.364 0.559 -2.716 0.038 0.026 0.003
O -0.765 0.078 -1.742 -0.087 -0.111 0.008
N -2.651 0.259 -2.882 0.022 -0.007 -0.002
C -3.240 -0.818 -2.094 -0.018 -0.005 0.002
C -3.549 -0.512 -0.639 0.018 0.003 -0.017
C -4.817 -0.069 -0.300 0.008 -0.003 -0.002
C -5.171 0.035 1.037 0.008 -0.002 0.014
C -4.253 -0.358 1.994 -0.028 0.011 -0.009
C -2.998 -0.770 1.576 0.004 0.003 -0.010
N -2.620 -0.809 0.292 -0.091 0.019 0.057
H 0.334 1.633 -3.399 -0.002 -0.007 0.007
H -1.226 2.383 -3.833 0.001 0.000 0.000
H -0.667 0.942 -4.685 -0.004 0.005 -0.003
H -3.133 0.591 -3.702 0.001 0.006 0.002
H -2.562 -1.671 -2.139 -0.001 -0.005 -0.007
H -4.168 -1.099 -2.588 0.004 -0.011 0.004
H -5.532 0.160 -1.079 0.001 -0.001 -0.001
H -6.157 0.379 1.320 -0.001 0.000 -0.002
H -4.497 -0.349 3.047 0.016 -0.005 0.004
H -2.245 -1.083 2.287 -0.001 0.009 0.008
```
Forces are in eV/Å.

Values from the calculation:
Total charge: +1
E in eV: -80621.3712
F_max in eV/Å: 0.385

---

[3]
# C30H24N7O2V

C30H24N7O2V as an isolated structure in a non-equilibrium geometry (ωB97M-V with the def2-TZVPD basis set, the OMol25 dataset).

The geometry in XYZ format:
```
64
Properties=species:S:1:pos:R:3:forces:R:3
V 0.936 0.267 -0.033 -2.600 -0.489 0.562
C 1.610 -1.818 3.498 0.120 0.458 -0.429
C 0.331 -2.361 3.705 -0.232 0.160 -0.208
C -0.726 -1.797 3.047 0.262 -0.059 0.048
C -0.518 -0.716 2.157 -0.036 -0.227 0.472
N 0.757 -0.352 1.808 -0.591 0.214 -0.069
C 1.774 -0.854 2.534 1.033 -0.527 0.686
N -1.605 -0.060 1.760 -0.675 0.318 -0.308
C -1.592 0.991 0.989 -0.384 -0.421 0.417
N -0.527 1.455 0.279 0.193 0.276 0.804
C -0.992 2.450 -0.579 0.240 1.043 -1.134
N -0.360 3.047 -1.518 -1.367 -0.084 0.221
C 0.990 3.135 -1.563 1.110 0.326 -0.019
C 1.609 3.841 -2.610 0.033 -0.292 0.291
C 2.936 4.186 -2.465 -0.131 -0.109 0.017
C 3.604 3.858 -1.287 -0.193 -0.177 0.284
C 2.936 3.098 -0.338 0.633 0.460 -0.139
N 1.683 2.704 -0.497 -0.729 -0.713 -0.386
C -2.394 2.705 -0.286 -0.573 -0.519 0.572
C -3.267 3.658 -0.771 0.075 -0.082 0.093
C -4.548 3.675 -0.226 0.142 0.030 -0.065
C -4.931 2.765 0.753 -0.006 -0.139 0.083
C -4.049 1.808 1.247 0.168 -0.042 -0.033
C -2.772 1.794 0.716 -0.094 0.741 -0.619
H 2.454 -2.154 4.079 0.129 -0.003 -0.050
H 0.189 -3.181 4.391 -0.047 -0.030 0.090
H -1.746 -2.111 3.202 -0.081 0.037 0.033
H 2.758 -0.449 2.320 -0.142 -0.109 0.019
H 1.030 4.102 -3.480 -0.095 0.114 -0.038
H 3.442 4.742 -3.237 0.051 0.077 -0.119
H 4.616 4.193 -1.114 0.035 0.023 0.074
H 3.393 2.849 0.612 0.112 -0.129 -0.108
H -2.960 4.366 -1.525 0.013 0.046 -0.077
H -5.254 4.421 -0.559 -0.073 0.006 -0.052
H -5.937 2.804 1.142 -0.064 0.025 0.056
H -4.341 1.116 2.021 -0.057 -0.075 0.072
C 5.004 0.572 -0.271 -0.319 0.265 -0.024
C 3.740 -0.226 -0.192 1.834 -1.768 -0.131
O 2.598 0.353 -0.071 3.005 1.063 0.050
C 3.770 -1.612 -0.232 -0.378 0.821 0.087
C 2.588 -2.369 -0.247 0.138 -0.417 0.065
C 2.606 -3.855 -0.287 -0.009 -0.067 -0.068
N 1.422 -1.749 -0.280 -0.043 1.857 -0.355
N 0.329 -2.451 -0.419 -0.612 -1.376 0.063
C -0.664 -1.692 -0.848 0.243 -1.726 0.373
O -0.371 -0.463 -1.109 -0.175 1.041 -1.077
C -1.987 -2.265 -0.980 -0.293 0.114 -0.073
C -2.221 -3.558 -0.486 0.060 0.138 -0.053
C -3.479 -4.116 -0.586 -0.018 0.030 -0.033
C -4.512 -3.399 -1.179 0.123 0.071 -0.014
C -4.283 -2.124 -1.683 -0.035 0.046 -0.036
C -3.031 -1.550 -1.581 0.257 -0.004 0.087
H 5.091 1.024 -1.262 -0.020 0.038 0.014
H 5.871 -0.062 -0.111 -0.037 -0.081 0.019
H 5.006 1.377 0.462 0.058 -0.022 0.012
H 4.717 -2.123 -0.279 0.068 -0.020 0.007
H 3.621 -4.231 -0.299 0.100 -0.049 0.007
H 2.067 -4.209 -1.166 0.020 -0.034 -0.007
H 2.075 -4.248 0.581 -0.015 -0.028 0.019
H -1.410 -4.107 -0.035 0.052 -0.071 0.042
H -3.659 -5.114 -0.215 -0.002 -0.047 0.051
H -5.495 -3.838 -1.255 -0.066 -0.027 -0.028
H -5.081 -1.582 -2.166 -0.069 0.041 -0.001
H -2.839 -0.561 -1.973 -0.043 0.086 -0.041
```
Forces are in eV/Å.

Values from the calculation:
Total charge: +2
E in eV: -71697.9308
F_max in eV/Å: 3.188